Formula: C28H23BrN7O2Ru
Source: the Open Molecules 2025 dataset
Level of theory: ωB97M-V/def2-TZVPD

## Properties
Orbital gap (spin up / spin down) in eV: 5.401 / 5.405
HOMO energy (spin up / spin down) in eV: -17.2 / -17.2
2S+1: 1
E in eV: -116533.7269
Charge: +3
E_LUMO (spin up / spin down) in eV: -11.75 / -11.75

Positions of all 62 atoms, in Å:
Ru1 0.1156 0.3356 0.8561
C1 -0.5335 -0.4624 -4.5947
C2 0.1809 0.7038 -4.3193
C3 0.7672 0.8754 -3.0838
C4 0.5667 -0.1026 -2.0900
C5 -0.1743 -1.2664 -2.3629
C6 -0.6763 -1.4617 -3.6321
N1 1.1236 0.0351 -0.8135
C7 2.4760 0.3412 -0.7248
C8 3.3955 0.1956 -1.7790
C9 4.7218 0.5230 -1.5667
C10 5.1619 0.9783 -0.3219
C11 4.2808 1.1097 0.7478
C12 2.9571 0.7847 0.5324
N2 1.9189 0.9102 1.4759
N3 2.0892 1.5355 2.5415
C13 0.8856 1.7395 3.2350
C14 0.9257 2.3852 4.4534
C15 -0.2812 2.7043 5.0691
C16 -1.4644 2.3977 4.4185
C17 -1.4244 1.7515 3.1920
N4 -0.2757 1.3929 2.6078
H1 -0.9873 -0.5894 -5.5678
H2 0.2714 1.4689 -5.0777
H3 1.3275 1.7737 -2.8549
H4 -0.2773 -2.0209 -1.5933
H5 -1.1938 -2.3786 -3.8790
H6 3.0790 -0.2146 -2.7275
H7 5.4368 0.4054 -2.3693
H8 6.2063 1.2225 -0.1807
H9 4.6142 1.4640 1.7132
H10 1.8827 2.6455 4.8832
H11 -0.2888 3.2062 6.0274
H12 -2.4231 2.6497 4.8497
H13 -2.3300 1.4957 2.6602
O1 1.2891 -5.2253 3.3012
C18 1.0900 -4.0399 2.7688
C19 2.0459 -3.3157 2.0373
C20 1.6983 -2.0906 1.5462
N5 0.4793 -1.5130 1.7094
C21 -0.4271 -2.2226 2.4192
Br1 -2.1443 -1.5294 2.7179
C22 -0.1688 -3.4628 2.9478
H14 2.1803 -5.5729 3.1485
H15 3.0385 -3.7036 1.8554
H16 2.4210 -1.5355 0.9703
H17 -0.9307 -3.9884 3.5052
N6 -5.4331 1.4413 -3.5184
C23 -4.3277 0.6939 -3.4342
O2 -3.7934 0.0998 -4.3497
C24 -3.6203 0.5931 -2.1009
C25 -3.0075 1.6850 -1.4956
C26 -2.1123 1.4467 -0.4728
N7 -1.8022 0.2120 -0.0422
C27 -2.4774 -0.8257 -0.5553
C28 -3.3901 -0.6737 -1.5740
H18 -5.8960 1.5160 -4.4129
H19 -5.8741 1.8473 -2.7108
H20 -3.1848 2.6970 -1.8343
H21 -1.5923 2.2790 0.0049
H22 -2.2432 -1.8031 -0.1539
H23 -3.8712 -1.5429 -2.0018

Which charges does Mulliken predict for the atoms? In e, they are: 0.000, -0.368, -1.058, 0.193, -0.374, -0.051, -0.900, 0.794, 0.405, -0.459, -0.940, -0.589, -0.682, 0.242, 1.699, -1.330, 0.020, -0.494, -0.380, -0.926, -0.188, 0.353, 0.469, 0.483, 0.627, 0.520, 0.490, 0.607, 0.469, 0.483, 0.555, 0.560, 0.465, 0.456, 0.600, -0.475, 0.827, -0.797, -0.460, 0.495, 0.068, 0.030, -0.706, 0.341, 0.418, 0.377, 0.538, -0.327, -0.026, -0.540, 0.444, -0.636, -0.152, 0.456, -0.419, -0.867, 0.293, 0.210, 0.510, 0.469, 0.621, 0.558

Formula: C6H12N2O
Source: the Open Molecules 2025 dataset
Level of theory: ωB97M-V/def2-TZVPD

## Properties
Orbital gap in eV: 9.377
HOMO energy in eV: -8.5
SMILES: Cc1c[nH]cn1.CCO
2S+1: 1
E in eV: -11442.7082
E_LUMO in eV: 0.88
Energy above the lowest of the compared OMol25 structures with the same formula, charge and spin in kcal/mol: 45.3

Positions of all 21 atoms, in Å:
C1 -1.6243 2.8679 0.7492
C2 -1.2775 1.7436 -0.1458
C3 -0.1374 1.5525 -0.8791
N1 -0.5825 0.5501 -1.8073
C4 -1.8356 0.1429 -1.4383
N2 -2.2955 0.8705 -0.4542
H1 -2.5480 3.4002 0.5520
H2 -0.8263 3.6173 0.8283
H3 -1.9943 2.4289 1.7117
H4 0.8698 1.8320 -0.6634
H5 0.0236 -0.1145 -2.2697
H6 -2.5029 -0.3555 -2.1157
C5 1.9776 -1.8869 1.5142
C6 1.6958 -1.7821 0.0199
O1 0.5125 -2.5641 -0.3147
H7 1.5225 -1.0304 1.9964
H8 3.0441 -2.0346 1.6794
H9 1.5338 -2.7520 2.0009
H10 1.6586 -0.8470 -0.5363
H11 2.3765 -2.3296 -0.6969
H12 0.4097 -3.3091 0.2693

Which charges does Mulliken predict for the atoms? In e, they are: -1.069, 0.749, -0.638, -0.101, -0.232, -0.598, 0.291, 0.294, 0.264, 0.377, 0.284, 0.399, -1.116, 0.062, -0.541, 0.278, 0.287, 0.351, 0.145, 0.244, 0.269

Formula: C3H5FO
Source: the Open Molecules 2025 dataset
Level of theory: ωB97M-V/def2-TZVPD

## Properties
Orbital gap in eV: 10.657
HOMO energy in eV: -9.9
SMILES: C=C(F)CO
2S+1: 1
E in eV: -7955.1402
E_LUMO in eV: 0.79
Energy above the lowest of the compared OMol25 structures with the same formula, charge and spin in kcal/mol: 31.6

Positions of all 10 atoms, in Å:
C1 -1.1124 -1.4137 0.0951
C2 -1.0204 -0.0846 0.0309
F1 -2.1025 0.6931 -0.1846
C3 0.1377 0.7963 0.4082
O1 1.3024 0.3498 -0.3131
H1 -1.9237 -2.0178 -0.1910
H2 -0.4040 -1.9649 0.5466
H3 0.3559 0.7883 1.4614
H4 -0.1124 1.6919 -0.1747
H5 1.4223 -0.4397 0.2199

Which charges does Mulliken predict for the atoms? In e, they are: -0.913, 0.694, -0.253, -0.442, -0.470, 0.302, 0.242, 0.278, 0.264, 0.299

Formula: C36H72O36
Source: the Open Molecules 2025 dataset
Level of theory: ωB97M-V/def2-TZVPD

## Properties
Orbital gap in eV: 10.753
HOMO energy in eV: -10.4
SMILES: COC(=O)OC.COC(=O)OC.COC(=O)OC.COC(=O)OC.COC(=O)OC.COC(=O)OC.COC(=O)OC.COC(=O)OC.COC(=O)OC.COC(=O)OC.COC(=O)OC.COC(=O)OC
2S+1: 1
E in eV: -112201.4700
E_LUMO in eV: 0.31
Energy above the lowest of the compared OMol25 structures with the same formula, charge and spin in kcal/mol: 181.3

Positions of all 144 atoms, in Å:
C1 14.7567 4.7717 -6.6742
O1 15.9979 5.4052 -7.0692
C2 16.2497 6.7519 -6.8355
O2 15.5356 7.5576 -6.2696
O3 17.3585 7.0670 -7.4817
C3 18.0634 8.3037 -7.3991
H1 15.0459 3.8040 -6.2643
H2 14.0657 4.7241 -7.5158
H3 14.2158 5.3371 -5.9154
H4 18.2009 8.6781 -6.3847
H5 17.5134 9.1047 -7.8931
H6 19.0647 8.1016 -7.7796
C4 16.8463 11.4388 4.5127
O4 17.3485 12.3685 3.5337
C5 17.7482 13.6426 3.8219
O5 17.5839 14.1986 4.8905
O6 18.3241 14.2204 2.6546
C6 18.7246 15.5945 2.6370
H7 17.5849 11.1644 5.2658
H8 16.6988 10.4730 4.0293
H9 15.8543 11.8041 4.7782
H10 17.8881 16.2623 2.4309
H11 19.5816 15.8278 2.0052
H12 19.0965 15.8043 3.6399
C7 17.0631 0.4792 -2.0939
O7 17.4027 -0.5144 -3.0892
C8 18.0379 -1.6520 -2.7443
O8 18.7281 -1.6872 -1.6891
O9 17.8881 -2.5279 -3.7440
C9 18.3742 -3.8455 -3.6459
H13 16.9005 1.5187 -2.3787
H14 17.8013 0.5545 -1.2955
H15 16.1270 0.2420 -1.5882
H16 17.9531 -4.3142 -2.7565
H17 19.4275 -3.8488 -3.3655
H18 18.2894 -4.5035 -4.5108
C10 22.2900 16.4361 -4.5218
O10 20.9674 15.8988 -4.3157
C11 20.7370 14.7203 -3.7512
O11 21.6013 13.8681 -3.4748
O12 19.3311 14.6804 -3.5936
C12 18.7997 13.5165 -3.0411
H19 22.9202 15.7899 -5.1328
H20 22.9165 16.5975 -3.6446
H21 22.0893 17.2227 -5.2492
H22 19.3260 13.1116 -2.1767
H23 18.4980 12.7189 -3.7201
H24 17.8453 13.8001 -2.5975
C13 4.0782 8.3586 12.7044
O13 3.0017 7.5902 12.2286
C14 3.3096 6.3701 11.5236
O14 4.3926 5.8153 11.5352
O15 2.2209 6.0123 10.8388
C15 2.2214 4.9123 9.9223
H25 3.8393 9.4135 12.5693
H26 5.0498 8.1523 12.2556
H27 4.2681 8.2297 13.7699
H28 3.2422 4.5356 9.8574
H29 1.8147 5.1530 8.9401
H30 1.6655 4.0545 10.3007
C16 1.6509 5.9235 2.2839
O16 0.6377 6.9270 2.3786
C17 -0.5409 6.5889 2.9571
O17 -1.0646 5.4537 3.1518
O18 -1.0773 7.8455 3.3284
C18 -2.3968 7.8404 3.9506
H31 2.3163 5.9011 3.1469
H32 2.2461 6.0247 1.3764
H33 1.1825 4.9745 2.0227
H34 -2.8147 8.8386 3.8195
H35 -2.1307 7.5403 4.9641
H36 -3.0108 7.0138 3.5931
C19 22.1335 6.4559 -1.0512
O19 22.1196 5.5030 0.0572
C20 21.0338 5.3272 0.6841
O20 19.9248 5.6521 0.3261
O21 21.2229 4.4664 1.7119
C21 20.1625 4.2282 2.6371
H37 23.0727 7.0015 -0.9601
H38 21.2939 7.1474 -1.1222
H39 22.2463 5.9338 -2.0014
H40 20.2641 3.2530 3.1133
H41 19.1914 4.2480 2.1425
H42 20.1291 4.9872 3.4187
C22 10.1587 5.1912 4.6230
O22 10.0511 5.7980 3.3280
C23 11.1801 5.9335 2.5691
O23 12.3348 5.5991 2.9280
O24 10.9321 6.7002 1.4151
C24 12.1233 7.2079 0.7836
H43 10.7427 4.2708 4.6140
H44 9.1334 5.1103 4.9839
H45 10.5786 5.9763 5.2519
H46 12.0218 7.4500 -0.2743
H47 12.9041 6.4482 0.7498
H48 12.6733 8.0652 1.1715
C25 15.7759 5.9711 11.1683
O25 16.9625 5.8751 11.9330
C26 18.1556 5.6632 11.3388
O26 18.2650 5.9205 10.0935
O27 18.9921 5.0833 12.2375
C27 20.2575 4.7973 11.7827
H49 15.1059 6.7383 11.5562
H50 15.2458 5.0200 11.2190
H51 15.9819 6.1809 10.1187
H52 20.7516 5.6745 11.3651
H53 20.1980 3.9613 11.0858
H54 20.9811 4.4396 12.5152
C28 12.0734 15.2670 1.3422
O28 11.1701 14.2349 1.2435
C29 10.5962 13.8598 0.1314
O29 10.7177 14.4168 -0.9184
O30 9.7666 12.7595 0.4511
C30 8.7305 12.4609 -0.4940
H55 12.4565 15.3463 2.3595
H56 11.6052 16.2387 1.1853
H57 12.8766 15.2098 0.6075
H58 8.1069 11.6787 -0.0610
H59 9.1512 12.0476 -1.4107
H60 8.1800 13.3568 -0.7810
C31 1.1894 13.0529 9.4073
O31 2.4089 12.7082 8.7486
C32 2.5042 11.7318 7.9044
O32 1.5923 11.0445 7.4807
O33 3.7925 11.4503 7.4969
C33 4.1945 10.3039 6.7024
H61 1.3547 13.0044 10.4836
H62 0.4230 12.3184 9.1600
H63 0.7851 14.0205 9.1099
H64 3.7838 9.3247 6.9485
H65 5.2635 10.1010 6.6369
H66 3.9152 10.6194 5.6972
C34 16.8489 -0.6490 9.8101
O34 15.9563 -0.8860 10.9510
C35 14.6797 -0.4196 10.8554
O35 14.1031 0.0968 9.8918
O36 14.0519 -0.7459 12.0111
C36 14.7274 -1.1817 13.1997
H67 17.7339 -1.2442 10.0352
H68 17.0151 0.4173 9.6568
H69 16.4250 -1.0124 8.8740
H70 15.1740 -2.1620 13.0332
H71 14.0759 -1.1390 14.0725
H72 15.6172 -0.6198 13.4836

Mulliken atomic charge list, values in e, 99 entries: -0.609, -0.291, 0.756, -0.566, -0.293, -0.624, 0.219, 0.259, 0.321, 0.308, 0.282, 0.236, -0.618, -0.288, 0.700, -0.525, -0.262, -0.658, 0.289, 0.241, 0.285, 0.274, 0.259, 0.303, -0.711, -0.301, 0.777, -0.587, -0.278, -0.641, 0.275, 0.322, 0.289, 0.292, 0.301, 0.261, -0.689, -0.288, 0.743, -0.566, -0.272, -0.695, 0.314, 0.298, 0.284, 0.318, 0.276, 0.276, -0.670, -0.299, 0.774, -0.544, -0.292, -0.646, 0.245, 0.322, 0.275, 0.329, 0.241, 0.265, -0.683, -0.274, 0.772, -0.572, -0.287, -0.627, 0.264, 0.269, 0.325, 0.208, 0.284, 0.319, -0.649, -0.301, 0.865, -0.593, -0.338, -0.647, 0.257, 0.328, 0.264, 0.234, 0.306, 0.274, -0.611, -0.297, 0.746, -0.556, -0.279, -0.712, 0.291, 0.224, 0.295, 0.299, 0.302, 0.299, -0.611, -0.326, 0.810